The following is a DFT calculation (wB97M-V/def2-TZVPD) of a 9-piece molecular cluster, C49H115F6N8O7P2 overall at a distorted geometry.

XYZ file:
```
187
Properties=species:S:1:pos:R:3:forces:R:3:mulliken_charge:R:1
O -19.038 -1.969 2.740 0.721 0.013 -0.393 0.36
C -18.063 -1.123 3.060 2.164 1.945 2.843 0.08
O -18.144 0.051 2.603 -0.173 -0.132 -0.555 0.06
O -17.182 -1.457 3.883 0.988 -1.295 0.791 0.30
H -19.174 -1.297 2.068 -2.988 -0.466 -2.430 -0.58
C -22.531 6.466 4.520 1.237 0.526 0.175 -1.23
C -22.875 4.991 4.677 -0.505 1.341 -1.192 -0.31
N -21.904 4.138 3.905 -1.185 -0.062 -0.456 0.27
C -20.582 4.046 4.164 1.730 -1.992 0.672 -1.14
C -20.093 2.846 3.593 -1.569 1.973 0.459 -0.42
N -21.160 2.342 2.905 -1.211 1.127 -0.591 0.36
C -22.235 3.186 3.017 1.318 -1.810 1.200 -0.13
C -21.112 1.164 2.023 0.215 0.130 -0.140 0.00
H -23.240 7.163 4.968 -0.176 -0.421 0.128 0.40
H -22.369 6.806 3.497 -0.428 -0.433 -0.252 0.36
H -21.563 6.670 4.978 0.033 0.086 0.345 0.33
H -23.870 4.903 4.241 0.131 -0.709 -0.135 0.31
H -22.952 4.711 5.727 0.433 -0.370 -0.190 0.32
H -20.114 4.710 4.875 0.003 -0.022 -0.189 0.46
H -19.165 2.293 3.600 0.111 0.267 0.011 0.76
H -23.215 2.911 2.654 0.011 0.371 -0.041 0.41
H -20.826 0.284 2.599 -0.292 0.098 0.012 -0.32
H -20.315 1.320 1.296 -0.267 -0.088 -0.145 -0.04
H -22.083 1.056 1.540 0.230 -0.197 -0.027 0.31
C -21.617 -8.461 4.702 1.243 0.171 1.058 -1.27
C -21.326 -7.067 5.389 -1.622 -2.151 0.121 -0.27
N -21.895 -6.049 4.628 0.516 2.399 -2.553 0.45
C -22.924 -5.182 4.940 -0.206 1.442 -2.075 -0.53
C -23.102 -4.283 3.846 1.898 -2.012 1.331 -0.66
N -22.081 -4.578 2.896 -1.845 -0.230 2.934 0.29
C -21.302 -5.599 3.424 0.005 0.380 -0.257 -0.93
C -21.957 -3.903 1.659 0.787 -0.255 -1.129 -0.89
H -21.491 -9.262 5.431 -0.009 0.015 0.228 0.44
H -20.820 -8.650 3.982 -0.349 0.038 -0.465 0.30
H -22.616 -8.596 4.288 0.163 0.508 -0.122 0.33
H -20.258 -6.904 5.534 0.251 -0.005 0.116 -0.01
H -21.873 -7.031 6.331 0.384 -0.202 0.343 0.42
H -23.439 -5.363 5.872 -0.367 0.343 -0.249 0.54
H -23.778 -3.468 3.634 -0.154 -0.285 0.292 0.47
H -20.415 -5.939 2.911 -0.252 -0.416 0.343 0.55
H -21.014 -3.366 1.554 -0.003 0.550 0.482 0.08
H -22.811 -3.249 1.485 0.237 -0.130 -0.055 0.31
H -21.839 -4.621 0.848 -0.626 -0.162 -0.165 0.47
C -18.355 2.105 -2.273 0.484 0.108 0.690 -1.01
C -18.498 2.949 -1.031 -0.122 0.503 0.399 -0.98
C -17.555 2.651 0.162 -0.514 0.193 -0.181 0.96
C -16.179 3.348 0.029 0.258 0.391 0.360 -1.40
P -14.923 2.941 1.291 -0.486 -0.872 1.351 0.67
C -14.680 1.145 1.246 -0.834 0.719 -0.541 -0.27
C -13.794 0.439 2.254 0.754 0.117 -0.083 -0.16
C -13.708 -1.057 1.985 -1.975 0.762 -0.429 0.97
C -12.833 -1.827 2.897 1.434 0.382 -0.018 -1.76
C -13.305 3.707 1.033 -0.085 0.507 -1.345 -0.98
C -12.590 3.241 -0.283 0.400 0.169 0.960 -0.73
C -11.451 4.228 -0.733 -1.183 -2.134 0.132 -0.58
C -10.323 4.187 0.266 0.314 1.289 0.129 -1.19
C -15.634 3.375 2.960 0.373 -0.171 -0.679 0.84
C -15.790 4.852 3.232 -0.198 0.110 1.166 -0.58
C -16.745 5.104 4.435 0.441 1.394 0.764 -0.12
C -16.158 4.984 5.884 0.464 -0.910 -0.841 -1.15
H -17.339 2.239 -2.645 -0.021 -0.141 -0.508 0.38
H -19.102 2.470 -2.977 0.239 -0.469 -0.266 0.44
H -18.507 1.065 -1.985 -0.207 -0.115 -0.435 0.02
H -19.536 2.865 -0.708 -0.017 -0.131 0.314 0.45
H -18.400 3.997 -1.316 0.139 0.222 0.106 0.39
H -17.484 1.576 0.327 0.276 -0.182 -0.253 -0.37
H -18.103 2.977 1.046 0.346 0.354 0.295 -0.17
H -16.213 4.427 0.181 -0.664 0.334 0.025 0.79
H -15.799 3.315 -0.993 0.318 -0.554 0.011 0.58
H -14.381 1.143 0.198 0.910 -0.769 -0.207 0.87
H -15.670 0.698 1.158 -0.277 -0.002 0.582 -0.51
H -14.131 0.571 3.282 -0.313 0.228 0.046 -0.50
H -12.787 0.855 2.227 0.194 0.158 -0.085 0.58
H -13.596 -1.199 0.910 0.443 -0.308 0.069 0.42
H -14.698 -1.421 2.259 -0.534 -0.050 -0.626 -0.82
H -11.958 -1.231 3.159 0.140 0.032 0.281 0.55
H -12.401 -2.667 2.353 -0.349 -0.506 0.526 0.27
H -13.410 -2.032 3.798 0.450 -0.582 0.061 0.19
H -12.617 3.528 1.859 -0.331 -0.035 0.239 0.66
H -13.418 4.785 0.916 -0.312 0.196 0.392 0.60
H -13.253 2.957 -1.101 -0.246 0.366 0.004 0.44
H -12.098 2.322 0.035 0.196 -0.263 -0.398 0.25
H -11.830 5.208 -1.021 0.094 -0.035 0.126 0.39
H -11.092 3.676 -1.602 0.175 0.659 -0.469 0.32
H -9.591 4.931 -0.047 0.510 -0.482 -0.212 0.40
H -9.915 3.178 0.328 0.224 0.205 0.069 0.32
H -10.552 4.575 1.259 -0.459 -0.324 0.219 0.31
H -15.002 2.939 3.732 0.174 -0.267 -0.130 0.16
H -16.617 2.914 3.061 -0.006 -0.413 -0.366 -0.65
H -16.150 5.372 2.344 -0.113 0.155 0.132 0.43
H -14.833 5.281 3.532 0.142 0.164 -0.351 0.36
H -17.660 4.514 4.382 -0.032 -0.036 -0.231 -0.43
H -17.003 6.160 4.356 -0.450 -0.005 -0.153 0.50
H -15.192 5.474 6.009 0.069 0.180 -0.353 0.43
H -15.976 3.927 6.077 0.053 -0.200 0.188 -0.07
H -16.760 5.357 6.712 -0.480 0.094 -0.430 0.52
C -16.220 -7.669 3.932 0.150 0.127 0.558 -0.97
N -14.849 -7.052 4.125 1.311 -0.236 -0.708 0.26
C -14.594 -6.557 5.617 -1.628 0.207 -1.858 -0.57
C -13.787 -8.120 3.709 -0.067 0.468 1.299 -0.95
C -14.609 -5.895 3.099 -1.052 0.995 -0.130 -1.48
C -15.572 -4.608 3.120 -0.037 -1.662 -0.434 1.20
O -15.698 -4.006 4.350 1.011 -0.022 1.558 -0.42
H -16.368 -8.545 4.563 0.440 0.182 0.411 0.39
H -16.331 -8.079 2.928 0.079 0.632 -0.176 0.32
H -16.961 -6.924 4.219 -0.081 -0.040 -0.408 0.42
H -15.512 -6.030 5.877 -0.088 -0.081 -0.069 0.09
H -13.862 -5.751 5.568 0.492 -0.721 0.201 0.31
H -14.505 -7.403 6.298 0.649 0.074 -0.358 0.44
H -13.884 -8.462 2.678 -0.259 0.480 0.042 0.39
H -13.853 -8.994 4.356 -0.391 0.128 0.095 0.39
H -12.811 -7.682 3.917 -0.042 0.062 -0.323 0.42
H -14.671 -6.330 2.101 -0.703 -0.313 0.054 0.41
H -13.557 -5.613 3.068 0.059 0.110 1.095 0.56
H -16.594 -4.863 2.837 -0.015 -0.644 -0.615 0.42
H -15.221 -3.880 2.390 0.515 -0.323 -0.375 -0.82
H -16.093 -3.146 4.187 -0.620 0.675 0.091 -0.26
C -13.793 2.930 7.538 -0.444 -1.145 0.570 -0.81
N -14.581 1.661 8.110 1.645 -1.175 1.069 0.00
C -13.621 0.399 7.960 -0.714 1.549 -0.866 -1.00
C -14.734 1.761 9.646 -0.094 1.047 -0.363 -0.85
C -15.990 1.346 7.502 2.015 0.023 -0.307 -1.13
C -15.865 0.776 6.067 -1.347 0.799 -0.056 0.85
O -15.625 -0.588 5.988 1.130 -0.018 1.332 -0.57
H -14.249 3.874 7.836 -0.413 -0.368 -0.018 0.43
H -13.655 2.870 6.458 -0.556 -0.229 0.056 0.26
H -12.780 2.932 7.940 -0.182 -0.385 0.364 0.42
H -14.111 -0.506 8.319 -0.094 0.334 0.063 0.36
H -12.709 0.642 8.506 -0.169 -0.115 0.004 0.51
H -13.424 0.307 6.892 0.124 -0.144 0.157 0.36
H -15.660 2.305 9.835 0.082 -0.094 0.173 0.37
H -13.909 2.305 10.106 0.075 0.274 -0.489 0.40
H -14.707 0.807 10.173 -0.420 -0.260 -0.681 0.36
H -16.523 2.295 7.564 -0.101 -0.121 -0.225 0.59
H -16.428 0.622 8.189 0.000 -0.003 -0.110 0.54
H -15.191 1.385 5.465 0.625 0.029 0.133 -0.07
H -16.813 0.965 5.562 -0.415 0.269 0.077 -0.04
H -16.162 -0.958 5.283 -0.558 -0.168 -1.035 -0.22
C -16.167 -1.888 -0.356 -0.944 -1.349 -1.261 0.09
N -16.084 -2.844 -1.619 -0.148 -0.920 0.538 0.43
C -16.799 -4.159 -1.151 0.292 1.711 -0.548 -1.04
C -16.853 -2.288 -2.835 0.226 1.055 1.118 -0.70
C -14.658 -3.145 -2.140 1.055 -0.267 1.282 -0.66
C -13.797 -4.201 -1.354 -1.173 1.428 -1.068 -0.80
O -13.808 -3.845 0.014 -0.203 -0.805 0.314 -0.26
H -17.220 -1.977 -0.090 -0.216 0.607 -0.246 0.00
H -15.900 -0.861 -0.607 0.175 -0.314 -0.036 0.54
H -15.679 -2.331 0.512 0.686 0.129 -0.632 -0.78
H -16.750 -4.815 -2.020 0.125 -0.432 0.565 0.39
H -17.837 -3.915 -0.925 -0.073 0.163 -0.359 0.43
H -16.358 -4.439 -0.195 0.383 -0.500 -0.503 0.33
H -17.103 -3.060 -3.562 0.218 -0.060 0.291 0.43
H -16.239 -1.498 -3.268 0.227 -0.295 -0.200 0.40
H -17.741 -1.760 -2.486 -0.233 -0.496 0.128 0.16
H -14.092 -2.216 -2.075 -0.366 0.231 -0.289 0.33
H -14.689 -3.511 -3.167 -0.421 0.315 -0.006 0.45
H -12.749 -4.146 -1.649 -0.201 0.070 -0.825 0.53
H -14.200 -5.166 -1.659 0.063 -0.454 0.817 0.38
H -13.062 -4.343 0.356 0.080 0.129 0.617 0.25
C -18.408 -1.540 6.872 0.542 -0.090 0.090 -1.44
N -19.850 -1.925 6.863 -0.577 0.528 -0.293 0.55
C -20.635 -0.686 7.250 -0.267 -0.321 0.209 -0.96
C -20.330 -2.280 5.427 0.243 -0.806 1.416 -0.93
C -20.174 -3.048 7.919 1.104 -0.912 -1.482 -0.59
C -19.082 -4.202 8.027 -0.677 2.847 1.297 -0.75
O -18.817 -4.810 6.815 -0.226 -0.226 -0.248 -0.29
H -17.761 -2.297 6.430 -0.411 -0.203 0.086 0.19
H -18.087 -1.342 7.895 -0.171 -0.176 0.128 0.60
H -18.218 -0.625 6.312 -0.558 -0.127 -0.183 0.48
H -20.440 -0.431 8.292 0.059 -0.069 -0.062 0.42
H -21.701 -0.874 7.117 0.079 -0.206 0.123 0.42
H -20.382 0.164 6.618 0.273 -0.267 -0.109 0.23
H -21.326 -2.711 5.532 -0.196 0.283 -0.047 0.34
H -19.715 -3.109 5.076 0.241 0.394 -0.321 0.29
H -20.337 -1.370 4.828 0.278 -0.298 0.024 0.26
H -21.084 -3.533 7.566 -0.222 0.389 0.142 0.42
H -20.305 -2.514 8.860 0.037 -0.368 0.010 0.41
H -19.410 -4.837 8.851 -0.416 -0.427 -0.264 0.55
H -18.193 -3.722 8.437 0.405 0.086 -0.028 0.38
H -18.221 -5.528 7.040 0.083 -0.355 -0.410 0.14
P -21.005 -1.372 -1.152 -3.415 -0.399 -0.471 1.52
F -22.158 -1.683 -2.353 2.120 0.512 1.587 -0.38
F -19.826 -1.242 -2.230 0.821 -1.468 0.235 -0.35
F -21.115 0.226 -1.358 -0.834 0.297 0.583 -0.34
F -20.012 -1.065 0.162 0.601 -0.429 -0.710 -0.68
F -22.239 -1.375 -0.062 0.555 0.239 -0.422 -0.40
F -20.825 -3.002 -0.909 0.675 1.513 -0.496 -0.38
```
Forces are in eV/Å.

Summary:
2S+1 = 2
HOMO level (alpha / beta) = -10.265 / -14.477 eV
LUMO level (alpha / beta) = -7.45 / -7.46 eV
HOMO-LUMO gap (alpha / beta) = 2.81 / 7.01 eV
net charge = +4